[1]
Below is a structure of composition C22H27ClEuN5O2 at a distorted geometry, with properties calculated with ωB97M-V/def2-TZVPD.

## Properties
HOMO energy (spin up / spin down) = -2.12 / -3.69 eV
total charge = -1
expectation value of S² = 15.76
E = -66651.81852 eV
energy relative to the best compared isomer or geometry (same formula, charge and spin) = 0.0000 eV
2S+1 = 8

The geometry in XYZ format:
```
58
Properties=species:S:1:pos:R:3:forces:R:3
Eu -0.003829 -0.615265 0.114924 -0.2 0.8 -0.4
C -1.649702 0.603614 2.699261 0.0 -0.1 0.0
N -1.909678 0.707285 1.252328 -0.6 0.6 0.3
C -3.232224 0.139749 0.985973 0.0 0.2 0.1
C -1.774318 2.109567 0.884705 0.1 0.0 0.0
C -2.839609 2.989233 0.930379 0.0 -0.1 0.0
C -2.652778 4.362382 0.795546 0.0 0.1 0.0
C -1.359765 4.848830 0.692431 -0.1 0.0 0.0
C -0.281029 3.982517 0.618973 -0.1 0.0 -0.1
C -0.454037 2.582430 0.613962 0.2 -0.1 0.0
N 0.529963 1.642352 0.486240 0.3 1.3 0.4
C 1.823802 1.916932 0.104355 -0.2 0.1 0.1
C 2.247232 2.970642 -0.724871 0.1 -0.1 0.0
C 3.584429 3.153149 -1.040434 0.0 0.0 0.0
C 4.549308 2.284971 -0.556710 0.0 0.1 0.0
C 4.152307 1.197514 0.214836 0.0 -0.1 -0.1
C 2.820205 0.987056 0.522682 -0.1 0.0 0.0
N 2.360534 -0.153536 1.283005 0.7 0.3 0.3
C 2.097557 0.241493 2.672347 0.0 0.0 0.0
C 3.271893 -1.290768 1.263993 0.0 0.0 0.0
H -2.449644 1.100731 3.266417 0.0 0.0 0.0
H -0.706121 1.090970 2.937208 0.0 0.0 0.0
H -1.601755 -0.446274 2.990017 0.0 0.0 0.0
H -4.009697 0.597498 1.615972 0.0 0.0 0.0
H -3.203348 -0.924368 1.209060 0.0 0.0 -0.1
H -3.493221 0.278498 -0.061034 0.0 -0.1 0.0
H -3.842171 2.614253 1.094394 0.0 0.0 0.0
H -3.503588 5.032260 0.813608 0.0 0.0 0.0
H -1.182695 5.918600 0.663137 0.0 0.0 0.0
H 0.718152 4.389669 0.569152 0.0 0.0 0.0
H 1.504024 3.622122 -1.161338 0.0 0.0 0.0
H 3.869995 3.977372 -1.684719 0.0 0.0 0.0
H 5.597085 2.435002 -0.785706 0.0 0.0 0.0
H 4.906572 0.500658 0.558550 -0.1 0.0 0.0
H 3.039251 0.391292 3.221084 0.0 0.0 0.0
H 1.509680 -0.530499 3.174418 0.0 0.0 0.0
H 1.540857 1.175067 2.680022 0.0 0.0 0.0
H 4.210964 -1.085335 1.799925 0.0 0.0 0.0
H 3.494993 -1.569340 0.234641 0.0 0.0 0.0
H 2.783533 -2.132795 1.753200 0.0 0.0 0.0
Cl -2.171376 -2.210989 -1.085185 -0.3 -0.3 -0.1
C -1.260460 -0.850805 -1.994137 -0.5 0.1 -1.2
H -2.081178 -0.209525 -2.342440 0.0 0.0 0.0
H -0.910177 -1.375513 -2.890658 0.0 0.0 0.0
C 1.875306 -6.092547 -1.235346 0.0 0.0 0.1
N 1.251148 -5.091228 -0.389476 0.1 0.1 -0.2
C 0.507540 -5.457427 0.686767 -0.1 0.1 0.1
C -0.094210 -4.556128 1.483755 -0.1 -0.2 0.1
C 0.058579 -3.159863 1.149161 0.2 0.1 0.0
O -0.473186 -2.228312 1.809974 -0.1 -0.9 0.8
N 0.809824 -2.816709 0.081533 0.8 -1.8 0.0
C 1.430571 -3.723174 -0.709863 0.0 0.2 0.1
O 2.140994 -3.413655 -1.661680 -0.1 -0.2 0.1
H 2.483759 -6.772687 -0.636001 0.0 0.0 0.0
H 2.507648 -5.565657 -1.942677 0.0 0.0 0.0
H 1.122420 -6.662083 -1.784240 0.0 0.0 0.0
H 0.433086 -6.523871 0.862617 0.0 0.0 0.0
H -0.683612 -4.842854 2.341263 0.0 0.0 0.0
```
Positions in Å, forces in eV/Å.

Löwdin atomic charge list, values in e, 4 entries:
1 Eu 1.47
2 C -0.08
3 N -0.28
4 C -0.14

[2]
Below is a cluster of 5 separate species, C32H32F6N5O2Si in total at a distorted geometry, with properties calculated with ωB97M-V/def2-TZVPD.

## Properties
HOMO energy = -10.56 eV
total charge = +1
E = -69423.27715 eV
2S+1 = 1

The geometry in XYZ format:
```
78
Properties=species:S:1:pos:R:3:forces:R:3
C -0.002799 0.566375 -2.305774 0.4 0.2 -0.7
C 0.812136 0.496875 -3.354559 -0.3 -0.2 0.7
N 1.465114 1.676682 -3.845396 -0.8 0.2 -0.9
C 1.246222 2.348748 -4.981863 0.0 0.1 0.6
N 0.314412 1.934671 -5.931612 1.0 -0.2 -0.7
C 0.736672 0.672726 -6.543110 -0.1 -0.2 0.2
O 1.787858 0.465220 -7.014593 0.4 0.0 0.1
F -0.208737 -0.228439 -6.445630 -0.4 0.1 0.0
C 0.048127 2.959438 -6.910875 -0.5 0.1 0.2
O -0.397029 4.001066 -6.648000 -0.2 0.8 0.3
F 0.312963 2.555612 -8.130418 0.0 -0.5 -0.2
N 2.033903 3.418710 -5.017716 -0.1 -0.2 -0.2
N 2.755029 3.386012 -3.929583 0.2 0.0 0.4
N 2.447443 2.349382 -3.209388 -0.6 0.0 -0.6
Si 3.232500 1.864066 -1.586197 1.4 -0.8 1.6
C 4.916297 2.665922 -1.622258 -1.0 0.3 -0.7
C 2.205266 2.362376 -0.117974 0.2 -0.1 -0.9
C 3.511789 0.015494 -1.584882 -0.4 0.4 -0.9
H -0.205005 -0.344110 -1.763722 -0.7 -0.1 -0.2
H -0.464334 1.510555 -2.050916 0.4 0.1 0.7
H 0.970730 -0.419673 -3.895767 0.8 -0.1 0.2
H 4.814987 3.710610 -1.341528 0.3 0.1 0.1
H 5.286912 2.629217 -2.644736 0.3 0.0 0.0
H 5.600692 2.143720 -0.964644 0.0 -0.1 0.2
H 1.759810 1.482729 0.327647 -0.2 -0.1 -0.1
H 2.901625 2.752428 0.619084 0.0 0.3 0.1
H 1.434366 3.092001 -0.343335 -0.1 0.2 0.2
H 2.626192 -0.545676 -1.311167 0.0 -0.2 0.2
H 4.341871 -0.189319 -0.914838 0.0 0.0 0.2
H 3.823012 -0.327205 -2.573120 0.1 -0.1 -0.1
F 0.769071 2.120471 2.215289 0.0 0.1 0.2
C 0.600426 3.091966 3.156239 -0.1 0.1 0.2
C -0.351459 2.882325 4.128686 -0.1 -0.1 0.0
C -0.542299 3.855761 5.096976 0.1 0.1 0.0
C 0.214180 5.020006 5.071957 0.0 0.0 0.0
C 1.164965 5.209334 4.078864 -0.1 0.0 0.1
C 1.367781 4.236716 3.109119 0.1 0.0 -0.2
H -0.931941 1.972625 4.119198 0.0 0.0 0.0
H -1.282279 3.704259 5.870567 0.0 0.0 0.0
H 0.062110 5.779490 5.826316 0.0 0.0 0.0
H 1.751710 6.117310 4.056359 0.0 0.0 0.0
H 2.109093 4.367198 2.332753 0.0 0.0 0.0
F -2.775610 0.707494 4.023094 -0.1 -0.1 0.0
C -2.794827 -0.209366 3.028320 0.1 -0.1 -0.3
C -4.004549 -0.728380 2.615108 -0.2 0.1 0.1
C -4.016437 -1.664121 1.591533 0.1 0.0 0.0
C -2.827127 -2.073232 1.004962 0.0 0.0 -0.1
C -1.621772 -1.539482 1.439792 -0.1 0.0 0.0
C -1.600506 -0.595491 2.455310 0.2 0.1 0.1
H -4.920628 -0.404838 3.091140 0.0 0.0 0.0
H -4.957384 -2.076679 1.254764 0.0 0.0 0.0
H -2.840979 -2.809534 0.212483 0.0 0.0 0.0
H -0.691402 -1.862903 0.990488 0.0 0.0 0.0
H -0.671332 -0.164791 2.804170 0.0 0.0 0.0
F -1.895313 -2.727278 4.925875 0.0 0.0 0.0
C -2.852056 -2.800949 5.877274 -0.1 0.0 0.1
C -3.788213 -1.790586 5.963059 0.0 0.0 0.1
C -4.769534 -1.872259 6.940694 0.1 -0.1 0.0
C -4.797051 -2.949355 7.815786 0.0 0.0 0.0
C -3.842623 -3.951538 7.710949 0.0 0.1 0.0
C -2.861807 -3.883673 6.732040 0.1 -0.1 0.0
H -3.747445 -0.958030 5.283710 0.0 0.1 0.0
H -5.514534 -1.091872 7.018592 0.0 0.0 0.0
H -5.561652 -3.007373 8.578384 0.0 0.0 0.0
H -3.859829 -4.789825 8.393855 0.0 0.0 0.0
H -2.112832 -4.657372 6.629234 0.0 0.0 0.0
F 1.179101 -2.609188 -2.715821 0.0 0.0 0.0
C 1.184001 -3.379579 -3.838299 0.0 -0.1 -0.2
C 1.580089 -2.805043 -5.026579 0.0 0.2 0.0
C 1.588476 -3.576496 -6.179279 0.0 -0.1 0.0
C 1.196747 -4.905810 -6.121800 0.0 0.0 0.0
C 0.798893 -5.462547 -4.912484 0.0 0.1 -0.1
C 0.793434 -4.697698 -3.754836 -0.1 -0.1 0.2
H 1.880942 -1.766455 -5.047659 0.2 0.0 -0.1
H 1.900465 -3.139517 -7.118055 0.0 0.0 0.0
H 1.200709 -5.508315 -7.019236 0.0 0.0 0.0
H 0.489829 -6.497465 -4.869273 0.0 0.0 0.0
H 0.493378 -5.114130 -2.802748 0.0 0.0 0.0
```
Positions in Å, forces in eV/Å.

Löwdin atomic charge list, values in e, 4 entries:
1 C 0.13
2 C -0.10
3 N 0.05
4 C -0.25

[3]
Below is a structure of composition CH3NSSi at a distorted geometry, with properties calculated with ωB97M-V/def2-TZVPD.

## Properties
HOMO energy = -9.66 eV
E = -21285.88744 eV
energy relative to the best compared isomer or geometry (same formula, charge and spin) = 2.7138 eV
2S+1 = 1

The geometry in XYZ format:
```
7
Properties=species:S:1:pos:R:3:forces:R:3
C 0.031448 -0.770874 1.899517 0.3 1.7 -2.4
N -0.228035 -1.592181 2.650553 -0.1 -0.7 1.1
Si 0.088446 -0.247400 0.007948 -1.2 1.0 -0.6
S 0.488067 1.436657 -2.068640 1.1 -2.7 2.0
H -1.475772 -0.395794 -0.192317 1.9 -0.2 -0.2
H 1.402069 -0.875655 -0.279977 -0.6 -0.2 -0.4
H -0.306223 2.445247 -2.017084 -1.3 1.2 0.4
```
Positions in Å, forces in eV/Å.

natural (NBO) atomic charge list, values in e, 4 entries:
1 C -0.16
2 N -0.29
3 Si 0.97
4 S -0.44

[4]
Below is a cluster of 2 separate species, C6H13N4O4 in total at a distorted geometry, with properties calculated with ωB97M-V/def2-TZVPD.

## Properties
HOMO energy = -13.67 eV
total charge = +1
E = -20564.96704 eV
energy relative to the best compared isomer or geometry (same formula, charge and spin) = 0.6467 eV
2S+1 = 1

The geometry in XYZ format:
```
27
Properties=species:S:1:pos:R:3:forces:R:3
C -0.172776 0.106949 -0.318760 -2.4 0.2 -3.8
C -1.082604 0.599986 -2.266495 1.1 -1.0 4.4
C -0.639187 2.309182 0.325128 -1.6 -0.1 2.0
C -0.977823 0.393555 1.884728 5.0 -2.6 2.9
C -0.030461 -1.992985 -1.535933 3.8 0.1 -0.5
C 1.342326 -1.422648 0.526418 0.6 -4.6 -2.6
N -0.288512 0.932050 0.689291 -2.3 -1.4 -1.3
N -0.669121 1.460427 -3.135937 0.2 0.2 -1.2
N -2.395198 -0.037204 -2.214802 0.2 0.7 -0.3
N 0.192765 -1.121178 -0.404336 2.4 0.9 2.2
O 0.628204 1.972420 -2.825317 -0.7 -1.2 0.6
O -2.578294 -0.734362 -1.222863 0.0 0.1 -0.2
O -1.163143 1.785520 -4.197860 0.2 0.2 0.6
O -3.184135 0.184309 -3.093634 -0.1 -0.1 -0.1
H 0.035736 2.538954 -0.386603 2.1 1.2 -2.5
H -1.687353 2.581307 -0.033529 1.1 -1.0 0.8
H -0.345282 2.807162 1.225155 -0.3 1.1 0.3
H -1.923685 0.695711 2.009206 -3.3 2.2 0.2
H -1.151208 -0.731833 1.984377 1.0 1.2 -1.0
H -0.281358 0.645180 2.808353 -1.8 -0.3 -1.7
H 0.932114 -2.642442 -1.782833 -2.0 1.7 0.5
H -0.856765 -2.593998 -1.477985 -2.0 -1.6 0.8
H -0.284426 -1.227239 -2.223789 0.3 0.0 -1.8
H 2.355465 -1.407627 -0.012090 -1.7 0.2 0.5
H 1.411819 -0.931107 1.422696 -0.4 1.8 1.8
H 1.131353 -2.508573 0.777878 0.6 1.2 -0.1
H 0.581614 2.861759 -3.167199 0.0 0.9 -0.6
```
Positions in Å, forces in eV/Å.

natural (NBO) atomic charge list, values in e, 4 entries:
1 C 0.77
2 C 0.11
3 C -0.40
4 C -0.43